[1]
13
Properties=species:S:1:pos:R:3:mulliken_charge:R:1 method="wB97M-V/def2-TZVPD" largest_force_ev_per_a=4.464 total_charge=0 e_tot_ha=-1026.8438 smiles=SS.O.O.O
S -0.978 -2.329 0.771 -0.1812
S -2.330 -1.207 1.473 -0.1703
H -1.381 -2.805 -0.440 0.1678
H -2.471 -0.120 0.612 0.1646
H 0.188 -0.290 -1.115 0.3533
H 0.584 -0.801 -2.459 0.2927
O -0.198 -0.497 -1.982 -0.6323
H 0.953 2.358 1.235 0.3075
H 0.011 1.483 1.963 0.3068
O 0.034 2.079 1.205 -0.6249
H 1.422 1.095 -0.860 0.3663
H 2.553 0.498 -0.314 0.2637
O 1.612 0.535 -0.089 -0.6141

***

[2]
12
Properties=species:S:1:pos:R:3:mulliken_charge:R:1 method="wB97M-V/def2-TZVPD" largest_force_ev_per_a=2.261 total_charge=0 e_tot_ha=-305.7553 smiles=O.O.O.O
O -0.832 -2.264 0.124 -0.7033
H -1.260 -2.684 -0.595 0.3273
H 0.007 -1.901 -0.283 0.3770
O 0.830 2.220 -0.149 -0.7003
H -0.002 2.409 0.300 0.3297
H 0.656 2.781 -0.918 0.3189
O -1.748 0.149 0.896 -0.6713
H -1.398 -0.661 0.550 0.3858
H -1.199 0.357 1.673 0.3045
O 1.416 -0.411 -0.388 -0.6484
H 2.260 -0.528 -0.766 0.3028
H 1.275 0.532 -0.440 0.3773

***

[3]
12
Properties=species:S:1:pos:R:3:mulliken_charge:R:1 method="wB97M-V/def2-TZVPD" largest_force_ev_per_a=2.154 total_charge=0 e_tot_ha=-305.7417 smiles=O.O.O.O
O 21.989 27.950 7.043 -0.5988
H 22.623 28.408 7.568 0.2954
H 21.087 28.200 7.154 0.3556
O 18.986 28.179 7.106 -0.7278
H 18.423 28.202 7.892 0.2973
H 18.686 28.955 6.595 0.3440
O 22.681 25.717 4.606 -0.5947
H 23.404 25.909 4.044 0.2851
H 22.435 26.590 4.852 0.3079
O 19.634 26.495 5.129 -0.6604
H 19.317 27.099 5.835 0.3914
H 20.066 25.791 5.560 0.3049

***

[4]
12
Properties=species:S:1:pos:R:3:mulliken_charge:R:1 method="wB97M-V/def2-TZVPD" largest_force_ev_per_a=3.670 total_charge=0 e_tot_ha=-305.7146 smiles=O.O.O.O
H -0.414 0.298 0.563 0.3740
H 0.129 1.315 1.517 0.2835
H 0.477 2.062 -1.284 0.3304
H -0.454 2.160 -0.028 0.2887
H 1.862 -0.530 -0.522 0.3122
H 2.393 -1.954 -0.029 0.3224
H -2.327 -0.696 0.248 0.3089
H -1.981 -2.223 -0.045 0.3051
O 0.272 0.345 1.265 -0.6065
O -0.328 1.729 -0.828 -0.6510
O 2.649 -1.078 -0.470 -0.6448
O -2.279 -1.429 -0.386 -0.6229

***

[5]
12
Properties=species:S:1:pos:R:3:mulliken_charge:R:1 method="wB97M-V/def2-TZVPD" largest_force_ev_per_a=3.529 total_charge=0 e_tot_ha=-305.7407 smiles=O.O.O.O
O 16.518 -0.747 26.525 -0.7519
H 16.375 -1.685 26.367 0.4281
H 17.258 -0.528 25.958 0.3496
O 16.079 -3.426 25.817 -0.6542
H 16.519 -3.705 25.070 0.3212
H 15.393 -2.964 25.407 0.3042
O 18.254 0.023 24.493 -0.6772
H 18.761 0.776 24.245 0.3141
H 17.374 0.194 24.238 0.3352
O 13.889 -0.291 26.499 -0.6770
H 14.875 -0.267 26.571 0.4432
H 13.633 -1.202 26.440 0.2648

***

[6]
12
Properties=species:S:1:pos:R:3:mulliken_charge:R:1 method="wB97M-V/def2-TZVPD" largest_force_ev_per_a=4.180 total_charge=0 e_tot_ha=-305.6980 smiles=O.O.O.O
H -0.968 2.499 0.071 0.2778
H -0.674 1.034 0.349 0.3047
H -1.098 -1.709 0.903 0.3213
H 0.240 -2.015 0.249 0.2981
H 2.960 -1.141 1.079 0.2994
H 2.829 0.021 2.050 0.3180
H -1.252 0.674 -1.714 0.3517
H -1.480 -0.713 -1.135 0.3362
O -0.880 1.645 -0.367 -0.5882
O -0.481 -1.375 0.242 -0.6447
O 3.222 -0.222 1.204 -0.6204
O -1.931 0.120 -1.311 -0.6538

***

[7]
12
Properties=species:S:1:pos:R:3:mulliken_charge:R:1 method="wB97M-V/def2-TZVPD" largest_force_ev_per_a=1.459 total_charge=0 e_tot_ha=-305.7141 smiles=O.O.O.O
H -1.154 -1.857 0.078 0.3126
H -0.316 -0.811 -0.638 0.2539
H -2.956 1.495 -0.384 0.2892
H -2.622 1.042 1.028 0.2895
H 1.204 -1.606 0.428 0.2788
H 2.254 -2.057 -0.575 0.3254
H 1.751 2.236 0.783 0.3181
H 2.087 1.807 -0.636 0.3063
O -1.201 -0.968 -0.290 -0.5589
O -2.700 0.717 0.124 -0.5798
O 1.772 -2.353 0.206 -0.6114
O 2.098 2.573 -0.051 -0.6238

***

[8]
12
Properties=species:S:1:pos:R:3:mulliken_charge:R:1 method="wB97M-V/def2-TZVPD" largest_force_ev_per_a=5.694 total_charge=0 e_tot_ha=-305.6398
O 0.145 1.105 -0.788 -0.6649
H -0.360 1.221 0.018 0.3420
H 0.283 1.994 -1.115 0.3045
O -0.588 -0.944 0.010 -0.7793
H -1.066 -0.335 -0.553 0.4064
H 0.278 -1.013 -0.391 0.4741
O -0.918 -0.305 2.017 -0.7763
H -1.840 -0.067 1.923 0.2622
H -0.625 -0.486 1.123 0.3836
O 1.454 -0.681 -0.985 -0.7034
H 0.927 0.057 -0.679 0.4370
H 2.311 -0.548 -0.581 0.3141

***

[9]
12
Properties=species:S:1:pos:R:3:mulliken_charge:R:1 method="wB97M-V/def2-TZVPD" largest_force_ev_per_a=10.381 total_charge=0 e_tot_ha=-305.6223 smiles=O.O.O.O
H -0.599 0.780 0.105 0.2781
H -1.539 1.448 -0.805 0.2483
H 0.953 -3.592 -2.028 0.3253
H -0.305 -3.823 -0.979 0.3395
H 0.216 3.129 3.767 0.3200
H 1.600 3.271 4.281 0.3162
H -0.768 -0.007 -2.615 0.3003
H 0.024 -1.069 -2.073 0.3026
O -1.038 0.688 -0.795 -0.5344
O 0.637 -3.444 -1.143 -0.6723
O 0.853 2.697 4.390 -0.6362
O -0.035 -0.077 -2.105 -0.5873

***

[10]
12
Properties=species:S:1:pos:R:3:mulliken_charge:R:1 method="wB97M-V/def2-TZVPD" largest_force_ev_per_a=1.858 total_charge=0 e_tot_ha=-305.7421 smiles=O.O.O.O
O -20.345 -2.933 25.531 -0.6442
H -20.940 -3.533 25.055 0.3150
H -20.625 -2.094 25.201 0.3052
O -20.966 -2.728 28.288 -0.7405
H -20.321 -2.068 28.573 0.3521
H -20.916 -2.694 27.328 0.3800
O -19.270 -0.358 27.474 -0.6034
H -19.833 -0.393 26.722 0.2861
H -18.362 -0.159 27.277 0.3170
O -18.589 -4.036 27.889 -0.6711
H -19.396 -3.579 28.054 0.4241
H -18.292 -3.772 27.030 0.2797

***

[11]
13
Properties=species:S:1:pos:R:3:mulliken_charge:R:1 method="wB97M-V/def2-TZVPD" largest_force_ev_per_a=3.498 total_charge=+1 e_tot_ha=-306.0902
O -0.542 2.458 -0.528 -0.6500
H -0.607 2.594 -1.469 0.3141
H -0.885 3.332 -0.112 0.3302
O 1.357 -1.060 2.125 -0.6103
H 1.406 -0.630 3.057 0.3772
H 2.068 -1.691 1.992 0.3264
O -1.064 -1.406 -1.650 -0.6214
H -1.851 -1.948 -1.671 0.3178
H -0.653 -1.557 -2.519 0.3270
O 0.201 -0.081 0.163 -0.4903
H 0.470 -0.324 1.237 0.4934
H -0.248 -0.591 -0.623 0.4553
H 0.348 0.903 -0.002 0.4304

***

[12]
14
Properties=species:S:1:pos:R:3:mulliken_charge:R:1 method="wB97M-V/def2-TZVPD" largest_force_ev_per_a=1.788 total_charge=-1 e_tot_ha=-704.5981
S 1.075 1.429 1.621 -0.8398
H 0.752 2.723 1.335 -0.0138
H -1.350 1.329 -0.621 0.2848
H -0.253 0.296 -1.257 0.4516
O -1.128 0.709 -1.317 -0.7189
H 0.404 -1.852 -0.938 0.3562
H -0.282 -3.208 -0.970 0.3104
O 0.595 -2.814 -0.949 -0.6650
H -2.061 -0.046 0.661 0.3420
H -2.919 -0.211 -0.533 0.3529
O -2.894 -0.470 0.416 -0.6619
H 1.698 -0.925 -0.588 0.3395
H 1.631 0.616 -0.378 0.2033
O 1.500 -0.108 -1.053 -0.7414

***

Ordered frontier orbital gap results: 8.892, 11.276, 10.723, 11.194, 10.963, 9.147, 10.957, 9.978, 8.924, 10.533, 12.644, 7.200; unit eV.
Ordered energy above the lowest of the compared OMol25 structures with the same formula, charge and spin results: 26.52, 15.00, 23.56, 40.55, 24.13, 50.98, 40.87, 87.46, 98.44, 23.31, 22.78, 23.52; unit kcal per mole.